Record 1
44
Properties=species:S:1:pos:R:3:nbo_charge:R:1 method="wB97M-V/def2-TZVPD" fmax_ev_per_a=4.17 charge=-2 spin_multiplicity=1 total_energy_ev=-42042.3968 orbital_gap_ev="3.3 / 3.3" e_lumo_ev="5.129 / 5.130"
Pd 8.736 11.579 7.868 0.30
C 11.656 14.824 7.715 -0.70
C 10.572 14.055 8.433 0.71
O 10.659 12.817 8.540 -0.63
N 9.637 14.837 9.055 -0.63
C 8.595 14.239 9.865 -0.25
C 7.359 13.900 9.083 0.16
C 6.298 14.799 8.909 -0.25
C 5.085 14.368 8.347 -0.27
C 4.910 12.982 8.183 -0.28
C 5.985 12.139 8.391 0.01
N 7.193 12.633 8.649 -0.46
H 12.120 14.152 6.980 0.25
H 12.432 15.161 8.425 0.19
H 11.306 15.749 7.222 0.20
H 9.867 15.821 9.158 0.37
H 8.321 15.007 10.629 0.17
H 9.015 13.350 10.356 0.24
H 6.438 15.828 9.195 0.18
H 4.306 15.043 8.029 0.19
H 3.934 12.584 7.969 0.19
H 5.939 11.054 8.294 0.22
C 7.696 15.153 5.485 -0.64
C 8.630 13.914 5.310 0.11
C 9.924 14.478 4.672 -0.64
O 8.888 13.236 6.545 -0.97
H 7.673 15.864 4.618 0.16
H 8.005 15.713 6.368 0.20
H 6.661 14.805 5.643 0.20
H 8.162 13.184 4.637 0.12
H 10.233 15.401 5.204 0.17
H 9.880 14.727 3.589 0.16
H 10.711 13.726 4.815 0.21
F 11.091 9.822 8.259 -0.34
C 9.998 9.061 8.157 0.30
C 8.746 9.617 7.954 -0.42
C 7.679 8.750 7.686 0.23
F 6.451 9.155 7.297 -0.35
C 7.872 7.375 7.708 0.23
F 6.819 6.589 7.482 -0.34
C 9.150 6.839 7.924 0.18
F 9.269 5.491 7.904 -0.35
C 10.231 7.688 8.156 0.20
F 11.497 7.267 8.361 -0.34

***

Record 2
47
Properties=species:S:1:pos:R:3:nbo_charge:R:1 method="wB97M-V/def2-TZVPD" fmax_ev_per_a=0.95 spin_multiplicity=1 total_energy_ev=-71220.0870 orbital_gap_ev=8.4 e_lumo_ev=-1.307
Sc -0.162 -0.137 -0.809 1.86
O -4.257 -0.297 0.566 -0.51
C -3.075 -0.368 0.440 0.79
O -2.335 0.248 -0.514 -0.86
C -2.183 -1.168 1.349 0.09
C -2.665 -2.001 2.338 -0.19
C -1.750 -2.795 3.023 -0.14
C -0.405 -2.745 2.691 -0.19
C -0.008 -1.866 1.697 0.13
N -0.884 -1.092 1.070 -0.49
C 1.409 -1.766 1.145 0.76
O 2.324 -2.304 1.728 -0.60
O 1.460 -1.075 0.051 -0.79
H -3.728 -2.036 2.532 0.25
H -2.095 -3.471 3.793 0.23
H 0.340 -3.369 3.164 0.26
C 1.603 1.230 3.522 -0.61
C 1.035 2.077 2.388 -0.23
C 1.079 3.564 2.750 -0.60
C 1.720 1.845 1.055 -0.01
C 3.011 1.346 0.939 -0.13
C 3.595 1.152 -0.304 -0.18
C 2.926 1.455 -1.484 0.01
C 3.562 1.241 -2.829 -0.63
C 1.639 1.985 -1.380 -0.26
C 1.049 2.170 -0.127 -0.32
H 0.986 1.343 4.414 0.22
H 2.613 1.551 3.786 0.21
H 1.646 0.170 3.266 0.22
H -0.018 1.798 2.256 0.20
H 2.114 3.888 2.878 0.21
H 0.546 3.749 3.683 0.21
H 0.629 4.181 1.971 0.21
H 3.565 1.064 1.824 0.22
H 4.592 0.731 -0.356 0.22
H 2.950 0.591 -3.455 0.23
H 4.545 0.785 -2.729 0.22
H 3.678 2.188 -3.358 0.23
H 1.101 2.286 -2.271 0.25
H 0.062 2.628 -0.068 0.24
F -0.839 -1.614 -1.739 -0.66
Te -2.732 0.733 -2.539 3.44
F -2.495 -0.731 -3.649 -0.59
F -3.228 1.617 -4.081 -0.60
F -4.346 -0.078 -2.190 -0.58
F -3.425 2.257 -1.725 -0.61
O -0.965 1.103 -2.412 -1.14

***

Record 3
54
Properties=species:S:1:pos:R:3:nbo_charge:R:1 method="wB97M-V/def2-TZVPD" fmax_ev_per_a=0.87 spin_multiplicity=1 total_energy_ev=-58527.8999 orbital_gap_ev=6.7 e_lumo_ev=-0.948
Y 0.630 -1.195 0.194 2.03
O 3.224 0.688 2.859 -0.61
C 2.238 0.223 2.325 0.76
O 2.154 -0.887 1.668 -0.86
C 0.935 1.022 2.406 0.16
C 0.858 2.111 3.291 -0.23
C -0.302 2.817 3.364 -0.11
C -1.413 2.431 2.579 -0.12
C -2.658 3.094 2.638 -0.18
C -3.713 2.648 1.895 -0.21
C -3.571 1.513 1.071 -0.19
C -2.374 0.863 0.976 -0.19
C -1.263 1.317 1.719 0.24
N -0.063 0.659 1.622 -0.54
H 1.736 2.350 3.875 0.26
H -0.397 3.671 4.029 0.22
H -2.762 3.952 3.294 0.21
H -4.671 3.152 1.952 0.22
H -4.429 1.142 0.522 0.22
H -2.282 -0.040 0.390 0.24
N -0.827 1.301 -1.906 -0.65
N -1.479 0.543 -2.913 -0.39
C -1.569 -0.777 -2.857 0.62
N -2.265 -1.389 -3.826 -0.78
N -0.934 -1.382 -1.839 -0.51
N -0.784 -2.718 -1.840 0.65
O 0.070 -3.107 -1.016 -0.47
O -1.401 -3.487 -2.557 -0.38
H -0.719 2.233 -2.283 0.37
H 0.136 0.946 -1.805 0.43
H -2.185 1.033 -3.428 0.40
H -2.489 -0.890 -4.669 0.41
H -2.343 -2.389 -3.795 0.45
C -1.323 -3.873 3.327 -0.28
O -0.480 -3.074 2.479 -0.55
C -1.088 -2.284 1.522 0.26
O -2.307 -2.302 1.424 -0.69
H -0.710 -4.687 3.701 0.18
H -2.175 -4.257 2.775 0.20
H -1.688 -3.281 4.164 0.18
C 4.040 0.611 -0.838 -0.65
C 2.847 0.234 -1.717 0.11
O 1.637 0.363 -1.079 -0.95
C 2.979 -1.241 -2.133 0.96
F 2.905 -2.019 -0.996 -0.33
F 1.937 -1.641 -2.884 -0.32
F 4.080 -1.583 -2.787 -0.30
C 2.841 1.137 -2.968 0.97
F 3.963 1.036 -3.693 -0.32
F 1.807 0.861 -3.793 -0.33
F 2.707 2.417 -2.598 -0.32
H 4.013 0.010 0.067 0.26
H 3.937 1.658 -0.557 0.24
H 4.991 0.465 -1.352 0.23

***

Record 4
43
Properties=species:S:1:pos:R:3:nbo_charge:R:1 method="wB97M-V/def2-TZVPD" fmax_ev_per_a=1.28 smiles="CN(CC(=O)NCc1ccc2c(c1)OCO2)S(=O)(=O)c1ccc(F)cc1" spin_multiplicity=1 total_energy_ev=-44674.6371 orbital_gap_ev=8.4 e_lumo_ev=0.592
C 2.265 2.437 -1.709 -0.43
N 1.218 1.896 -0.872 -0.66
C 1.370 2.202 0.534 -0.33
C 0.137 1.806 1.355 0.69
O 0.243 1.166 2.380 -0.64
N -1.005 2.361 0.909 -0.61
C -2.291 1.992 1.481 -0.24
C -2.851 0.775 0.793 -0.03
C -3.602 0.911 -0.363 -0.21
C -4.047 -0.194 -1.084 -0.25
C -3.695 -1.430 -0.605 0.22
C -2.941 -1.574 0.561 0.31
C -2.512 -0.490 1.281 -0.27
O -2.742 -2.907 0.810 -0.49
C -3.358 -3.595 -0.256 0.24
O -3.987 -2.669 -1.114 -0.48
S 0.868 0.276 -1.189 2.33
O 0.881 0.128 -2.613 -0.94
O -0.333 -0.040 -0.482 -0.93
C 2.230 -0.649 -0.483 -0.37
C 2.175 -1.026 0.847 -0.17
C 3.249 -1.701 1.402 -0.27
C 4.346 -1.977 0.602 0.42
F 5.393 -2.629 1.137 -0.32
C 4.405 -1.607 -0.733 -0.27
C 3.327 -0.931 -1.277 -0.17
H 2.106 2.051 -2.712 0.24
H 2.189 3.524 -1.722 0.21
H 3.265 2.152 -1.358 0.18
H 1.503 3.285 0.632 0.23
H 2.249 1.706 0.972 0.21
H -1.014 2.647 -0.059 0.40
H -2.113 1.787 2.538 0.23
H -2.962 2.849 1.378 0.20
H -3.850 1.899 -0.722 0.21
H -4.628 -0.088 -1.985 0.23
H -1.912 -0.602 2.167 0.24
H -4.110 -4.295 0.143 0.16
H -2.598 -4.162 -0.819 0.15
H 1.300 -0.791 1.431 0.27
H 3.245 -2.011 2.435 0.24
H 5.276 -1.850 -1.320 0.24
H 3.313 -0.634 -2.313 0.24

***

Record 5
39
Properties=species:S:1:pos:R:3:nbo_charge:R:1 method="wB97M-V/def2-TZVPD" fmax_ev_per_a=1.00 smiles="COc1ccc(CNC(=O)c2c(C)nc3ccccn23)cc1" spin_multiplicity=1 total_energy_ev=-26470.8416 orbital_gap_ev=8.9 e_lumo_ev=0.758
C -5.781 -1.251 2.275 -0.25
O -5.677 -1.030 0.889 -0.49
C -4.595 -0.351 0.417 0.29
C -3.557 0.141 1.201 -0.26
C -2.509 0.822 0.607 -0.19
C -2.470 1.028 -0.764 -0.07
C -1.289 1.731 -1.381 -0.25
N -0.118 0.876 -1.369 -0.60
C 0.875 1.034 -0.460 0.66
O 0.922 2.003 0.287 -0.66
C 1.896 -0.015 -0.465 -0.09
C 1.951 -1.300 -1.017 0.21
C 0.948 -2.043 -1.830 -0.67
N 3.108 -1.904 -0.706 -0.49
C 3.799 -1.046 0.031 0.33
C 5.068 -1.178 0.606 -0.22
C 5.572 -0.138 1.338 -0.19
C 4.817 1.040 1.503 -0.27
C 3.583 1.158 0.938 0.03
N 3.085 0.131 0.214 -0.28
C -3.506 0.527 -1.543 -0.19
C -4.558 -0.150 -0.963 -0.25
H -4.949 -1.856 2.650 0.18
H -6.714 -1.795 2.417 0.20
H -5.824 -0.308 2.830 0.18
H -3.553 0.004 2.271 0.21
H -1.705 1.203 1.220 0.22
H -1.025 2.619 -0.800 0.25
H -1.507 2.022 -2.413 0.20
H -0.165 0.030 -1.910 0.40
H -0.031 -2.041 -1.351 0.23
H 0.862 -1.622 -2.832 0.22
H 1.291 -3.070 -1.924 0.25
H 5.607 -2.097 0.452 0.23
H 6.547 -0.212 1.794 0.22
H 5.214 1.858 2.082 0.23
H 2.954 2.029 1.035 0.26
H -3.493 0.674 -2.614 0.21
H -5.369 -0.538 -1.559 0.22

***

Repeat the first record exactly.
44
Properties=species:S:1:pos:R:3:nbo_charge:R:1 method="wB97M-V/def2-TZVPD" fmax_ev_per_a=4.17 charge=-2 spin_multiplicity=1 total_energy_ev=-42042.3968 orbital_gap_ev="3.3 / 3.3" e_lumo_ev="5.129 / 5.130"
Pd 8.736 11.579 7.868 0.30
C 11.656 14.824 7.715 -0.70
C 10.572 14.055 8.433 0.71
O 10.659 12.817 8.540 -0.63
N 9.637 14.837 9.055 -0.63
C 8.595 14.239 9.865 -0.25
C 7.359 13.900 9.083 0.16
C 6.298 14.799 8.909 -0.25
C 5.085 14.368 8.347 -0.27
C 4.910 12.982 8.183 -0.28
C 5.985 12.139 8.391 0.01
N 7.193 12.633 8.649 -0.46
H 12.120 14.152 6.980 0.25
H 12.432 15.161 8.425 0.19
H 11.306 15.749 7.222 0.20
H 9.867 15.821 9.158 0.37
H 8.321 15.007 10.629 0.17
H 9.015 13.350 10.356 0.24
H 6.438 15.828 9.195 0.18
H 4.306 15.043 8.029 0.19
H 3.934 12.584 7.969 0.19
H 5.939 11.054 8.294 0.22
C 7.696 15.153 5.485 -0.64
C 8.630 13.914 5.310 0.11
C 9.924 14.478 4.672 -0.64
O 8.888 13.236 6.545 -0.97
H 7.673 15.864 4.618 0.16
H 8.005 15.713 6.368 0.20
H 6.661 14.805 5.643 0.20
H 8.162 13.184 4.637 0.12
H 10.233 15.401 5.204 0.17
H 9.880 14.727 3.589 0.16
H 10.711 13.726 4.815 0.21
F 11.091 9.822 8.259 -0.34
C 9.998 9.061 8.157 0.30
C 8.746 9.617 7.954 -0.42
C 7.679 8.750 7.686 0.23
F 6.451 9.155 7.297 -0.35
C 7.872 7.375 7.708 0.23
F 6.819 6.589 7.482 -0.34
C 9.150 6.839 7.924 0.18
F 9.269 5.491 7.904 -0.35
C 10.231 7.688 8.156 0.20
F 11.497 7.267 8.361 -0.34